Below is C35H19AlN10Se as an isolated structure, with properties calculated with the ωB97M-V functional and the def2-TZVPD basis.

Each line ends with the Mulliken charge.
Element x y z (Å)
Al  0.147  -0.039  0.346  -0.27
C  -2.728  5.781  -0.562  -0.70
C  -1.415  6.229  -0.777  -0.68
C  -0.342  5.358  -0.725  -0.21
C  -0.614  4.022  -0.455  0.06
C  0.242  2.858  -0.322  -0.08
N  -0.529  1.764  -0.031  0.30
C  -1.831  2.153  0.018  -0.12
N  -2.897  1.397  0.258  -0.44
C  -2.811  0.115  0.514  -0.13
C  -3.971  -0.703  0.844  0.04
C  -5.312  -0.390  0.996  -0.24
C  -6.168  -1.420  1.351  -0.69
C  -5.694  -2.722  1.551  -0.68
C  -4.351  -3.028  1.402  -0.14
C  -3.501  -1.994  1.045  0.03
C  -2.059  -1.948  0.830  0.14
N  -1.294  -3.010  0.924  -0.56
C  0.019  -2.969  0.732  -0.08
N  0.779  -1.887  0.412  0.24
C  2.087  -2.286  0.330  -0.06
N  3.144  -1.538  0.068  -0.52
C  3.069  -0.237  -0.136  0.03
N  1.950  0.551  -0.121  0.25
C  2.327  1.841  -0.386  -0.14
N  1.554  2.902  -0.485  -0.50
C  3.768  1.890  -0.576  0.09
C  4.636  2.938  -0.857  -0.13
C  5.981  2.636  -0.976  -0.68
C  6.449  1.323  -0.817  -0.70
C  5.583  0.282  -0.537  -0.13
C  4.233  0.587  -0.418  -0.02
C  2.170  -3.710  0.602  0.12
C  3.244  -4.590  0.651  -0.20
C  2.970  -5.911  0.959  -0.67
C  1.660  -6.343  1.215  -0.69
C  0.593  -5.464  1.168  -0.17
C  0.869  -4.140  0.855  0.15
N  -1.686  -0.668  0.519  0.46
C  -1.918  3.578  -0.244  0.08
C  -2.998  4.452  -0.292  -0.18
H  -3.542  6.494  -0.603  0.41
H  -1.242  7.278  -0.980  0.40
H  0.675  5.695  -0.882  0.57
H  -5.663  0.623  0.854  0.57
H  -7.222  -1.216  1.487  0.40
H  -6.392  -3.500  1.835  0.40
H  -3.971  -4.028  1.564  0.58
H  4.266  3.948  -0.974  0.57
H  6.689  3.426  -1.191  0.41
H  7.509  1.126  -0.915  0.40
H  5.933  -0.734  -0.411  0.57
H  4.251  -4.246  0.457  0.56
H  3.780  -6.627  1.009  0.40
H  1.485  -7.384  1.457  0.40
H  -0.421  -5.786  1.369  0.56
H  -4.004  4.098  -0.115  0.57
Se  0.591  0.399  2.786  -0.10
C  -1.166  0.487  3.283  0.33
N  -2.284  0.543  3.571  -0.58
C  -0.918  0.430  -4.195  -1.35
C  -0.476  0.008  -2.874  0.87
N  -0.140  -0.313  -1.829  -0.15
H  -1.621  -0.296  -4.598  0.34
H  -0.063  0.514  -4.863  0.35
H  -1.408  1.399  -4.115  0.33

Results
Spin multiplicity: 1
Total charge: 0
HOMO level (spin up / spin down): -0.24237 / -0.24343 hartree
Kohn-Sham gap (spin up / spin down): 4.976 / 5.027 eV
M: 685.55 g/mol

=====

Below is one molecule with the formula C3H2N2O2, with properties calculated with the ωB97M-V functional and the def2-TZVPD basis.

Each line ends with the Mulliken charge.
Element x y z (Å)
O  1.510  -1.149  -2.059  -0.40
C  0.993  -0.281  -1.419  0.07
C  -0.085  -0.349  -0.381  0.55
N  0.088  -0.775  0.830  -0.46
C  -0.728  0.081  1.525  -0.03
N  -1.384  0.937  0.797  -0.28
O  -0.965  0.651  -0.483  -0.12
H  1.335  0.771  -1.413  0.28
H  -0.764  0.114  2.603  0.39

Results
Spin multiplicity: 1
Total charge: 0
SMILES string: O=Cc1ncno1
HOMO level: -0.40867 hartree
Kohn-Sham gap: 10.688 eV
ΔE to the lowest compared entry with this formula, charge and spin: 202.9 kJ/mol
M: 98.06 g/mol

=====

Below is C2H16FeO6 as an isolated structure, with properties calculated with the ωB97M-V functional and the def2-TZVPD basis.

Each line ends with the Mulliken charge.
Element x y z (Å)
Fe  -0.639  -0.172  -0.574  1.24
C  2.159  -0.059  2.011  -0.96
C  1.775  1.216  1.295  -0.17
O  1.113  0.890  0.013  -0.32
H  2.505  0.186  3.015  0.37
H  2.969  -0.580  1.502  0.30
H  1.311  -0.744  2.116  0.07
H  2.660  1.811  1.074  0.36
H  1.100  1.826  1.895  0.27
H  1.463  1.467  -0.675  0.27
O  -0.121  0.122  -2.703  -0.47
H  0.318  -0.382  -3.401  0.29
H  -0.346  0.969  -3.109  0.30
O  -1.687  1.671  -0.638  -0.45
H  -2.269  2.113  -1.271  0.29
H  -1.618  2.275  0.114  0.30
O  -1.362  -0.382  1.433  -0.48
H  -2.257  -0.222  1.763  0.29
H  -0.916  -0.895  2.119  0.28
O  -2.405  -1.190  -1.244  -0.50
H  -2.541  -2.142  -1.144  0.31
H  -3.127  -0.878  -1.803  0.30
O  0.431  -1.970  -0.601  -0.47
H  0.606  -2.561  -1.345  0.29
H  0.878  -2.369  0.158  0.29

Results
Spin multiplicity: 5
Total charge: +2
HOMO level (spin up / spin down): -0.67361 / -0.62615 hartree
Kohn-Sham gap (spin up / spin down): 11.634 / 10.281 eV
ΔE to the lowest compared entry with this formula, charge and spin: 0.0 kJ/mol
M: 191.99 g/mol

=====

Below is a 3-piece molecular cluster, C4H12N2O overall at a distorted geometry, with properties calculated with the ωB97M-V functional and the def2-TZVPD basis.

Each line ends with the Mulliken charge.
Element x y z (Å)
C  -0.343  -3.449  -0.837  -0.93
C  1.005  3.125  1.079  -1.09
C  0.633  1.912  0.602  0.76
C  0.323  1.735  -0.795  -0.06
N  -0.401  0.754  -1.239  -0.32
N  0.612  0.778  1.339  -0.34
H  0.273  -3.103  -0.008  0.23
H  -0.456  -4.524  -0.686  0.31
H  0.217  -3.295  -1.758  0.21
H  1.064  4.015  0.467  0.28
H  0.935  3.298  2.145  0.31
H  0.462  2.614  -1.425  0.32
H  0.005  0.257  -2.028  0.29
H  -0.812  0.057  -0.509  0.30
H  -0.133  0.133  1.097  0.27
H  1.093  0.728  2.216  0.18
H  -2.066  -1.148  0.666  0.14
H  -1.251  -2.888  -0.720  0.15
O  -1.159  -1.000  0.392  -1.03

Results
Spin multiplicity: 1
Total charge: 0
HOMO level: -0.30870 hartree
Kohn-Sham gap: 7.055 eV
ΔE to the lowest compared entry with this formula, charge and spin: 383.1 kJ/mol
M: 104.15 g/mol